(i)
# C16H46BN8O10Pd

A molecular structure, C16H46BN8O10Pd (ωB97M-V/def2-TZVPD, the Open Molecules 2025 dataset).

The geometry in XYZ format:
```
82
Properties=species:S:1:pos:R:3
Pd 0.755 0.819 2.396
B 1.747 -0.635 1.011
H 2.367 -0.444 1.873
H 2.243 -1.172 0.218
H 0.853 -1.153 1.324
H 1.451 0.291 0.543
C -0.598 0.344 4.576
O -0.188 -0.641 3.906
O -0.511 1.434 4.042
O -1.099 0.119 5.684
C 2.800 -1.484 -3.364
O 2.438 -0.110 -3.737
C 1.705 0.577 -2.763
C 0.292 0.075 -2.545
N -0.555 0.200 -3.679
C -1.632 -0.815 -3.609
C -2.714 -0.658 -4.688
O -3.638 -1.675 -4.411
C -4.885 -1.582 -4.982
H 2.902 -1.495 -2.278
H 3.765 -1.783 -3.772
H 1.975 -2.142 -3.637
H 1.597 1.627 -3.034
H 2.356 0.588 -1.889
H -0.163 0.480 -1.641
H 0.465 -0.927 -2.153
H 0.105 0.040 -4.426
H -2.047 -0.653 -2.614
H -1.307 -1.854 -3.674
H -2.412 -0.770 -5.730
H -3.193 0.307 -4.527
H -4.846 -1.469 -6.066
H -5.304 -0.646 -4.612
H -5.610 -2.356 -4.731
C 2.874 0.644 4.737
O 2.404 1.381 3.708
C 3.125 2.469 3.131
C 2.849 2.850 1.669
N 1.416 2.813 1.383
C 0.769 4.056 1.838
C -0.371 4.521 0.821
O -0.010 4.423 -0.512
C -1.107 4.505 -1.433
H 3.857 0.217 4.540
H 2.157 0.019 5.271
H 3.077 1.250 5.620
H 4.139 2.077 3.199
H 3.027 3.322 3.802
H 3.280 2.074 1.036
H 3.379 3.789 1.507
H 1.149 2.849 0.409
H 1.511 4.855 1.837
H 0.393 3.923 2.852
H -0.877 5.456 1.064
H -1.081 3.695 0.872
H -1.757 5.369 -1.288
H -1.735 3.615 -1.409
H -0.607 4.569 -2.399
C -1.955 0.417 0.598
O -0.981 1.005 0.975
N -2.934 0.970 -0.107
N -2.090 -0.826 0.705
H -3.656 0.395 -0.518
H -2.690 1.895 -0.430
H -2.909 -1.263 0.305
H -1.481 -1.338 1.326
C 0.928 -3.890 -0.711
O 0.782 -4.784 -1.484
N 2.027 -3.610 -0.053
N 0.005 -2.964 -0.656
H 2.863 -4.140 -0.256
H 2.144 -2.649 0.236
H 0.126 -2.116 -0.120
H -0.843 -3.135 -1.177
C -1.647 -3.650 3.005
O -2.505 -3.250 3.796
N -1.765 -4.852 2.503
N -0.540 -3.056 2.661
H -2.588 -5.329 2.843
H -1.072 -5.196 1.853
H 0.206 -3.613 2.268
H -0.397 -2.201 3.178
```

Orbital gap (alpha / beta): 9.277 / 5.976 eV
Highest occupied orbital energy (alpha / beta): -8.950 / -8.953 eV
⟨S²⟩: 3.76
M: 627.8 g mol⁻¹
Net charge: 0
2S+1: 4

Listed below, in e, are the Löwdin charges computed for each atom:
1 Pd 1.1253
2 B -0.4702
3 H -0.0207
4 H -0.0258
5 H -0.0511
6 H -0.0392
7 C -0.9449
8 O -0.0284
9 O 0.0021
10 O 0.2920
11 C -0.0446
12 O -0.1934
13 C -0.2374
14 C -0.2633
15 N -0.0308
16 C -0.1750
17 C -0.2112
18 O -0.2060
19 C -0.1351
20 H 0.0700
21 H 0.0872
22 H 0.0880
23 H 0.1208
24 H 0.1119
25 H 0.1080
26 H 0.0882
27 H 0.1070
28 H 0.1024
29 H 0.1217
30 H 0.1283
31 H 0.1166
32 H 0.0866
33 H 0.0804
34 H 0.0913
35 C -0.1146
36 O -0.3008
37 C -0.1449
38 C -0.1586
39 N -0.0862
40 C -0.1296
41 C -0.2044
42 O -0.2051
43 C -0.0640
44 H 0.1057
45 H 0.1065
46 H 0.0956
47 H 0.1295
48 H 0.1329
49 H 0.1228
50 H 0.1286
51 H 0.1074
52 H 0.1115
53 H 0.1197
54 H 0.1282
55 H 0.0987
56 H 0.0911
57 H 0.0695
58 H 0.0972
59 C -0.7689
60 O -0.0082
61 N 0.1947
62 N 0.2373
63 H 0.1170
64 H 0.0949
65 H 0.1374
66 H 0.0919
67 C -0.8165
68 O 0.0399
69 N 0.1750
70 N 0.1694
71 H 0.1209
72 H 0.0203
73 H 0.0415
74 H 0.1163
75 C -0.7774
76 O 0.0109
77 N 0.1580
78 N 0.1689
79 H 0.1189
80 H 0.1074
81 H 0.1109
82 H 0.0522



(ii)
# C16H46BN8O10Pd

A molecular structure, C16H46BN8O10Pd (ωB97M-V/def2-TZVPD, the Open Molecules 2025 dataset).

The geometry in XYZ format:
```
82
Properties=species:S:1:pos:R:3
Pd -2.356 -0.412 -0.268
B -0.135 -0.563 -0.898
H 0.249 -1.193 -1.685
H 0.666 0.117 -0.653
H -0.895 0.089 -1.301
H -0.536 -1.128 -0.071
C -3.961 -2.321 0.654
O -2.812 -2.605 0.253
O -4.207 -1.084 0.750
O -4.545 -3.207 1.262
C -1.353 0.125 2.904
O -1.552 0.651 1.591
C -1.569 1.995 1.433
C -1.712 2.356 -0.122
N -2.850 1.653 -0.766
C -4.087 1.963 0.051
C -5.269 1.638 -0.903
O -5.436 2.813 -1.702
C -6.573 2.748 -2.571
H -1.535 -0.949 2.861
H -2.178 0.463 3.531
H -0.354 0.344 3.281
H -0.647 2.495 1.727
H -2.282 2.342 2.180
H -0.779 1.949 -0.511
H -1.578 3.431 -0.240
H -3.032 2.275 -1.541
H -4.178 3.041 0.183
H -4.065 1.390 0.978
H -6.021 1.615 -0.114
H -5.209 0.704 -1.462
H -6.347 2.058 -3.385
H -6.671 3.742 -3.007
H -7.491 2.493 -2.043
C 1.410 3.728 -0.172
O 1.861 2.383 0.053
C 3.273 2.271 -0.021
C 3.635 0.852 0.531
N 3.734 0.876 1.988
C 3.947 -0.446 2.485
C 3.847 -0.602 3.919
O 2.524 -0.268 4.485
C 2.281 -0.839 5.744
H 2.086 4.277 -0.827
H 1.429 4.344 0.727
H 0.360 3.813 -0.450
H 3.741 3.097 0.515
H 3.399 2.257 -1.104
H 4.602 0.454 0.225
H 2.811 0.218 0.204
H 2.792 1.132 2.247
H 4.950 -0.827 2.290
H 3.336 -1.221 2.021
H 4.620 -0.082 4.485
H 4.328 -1.563 4.104
H 1.453 -0.444 6.333
H 3.136 -0.691 6.404
H 2.234 -1.927 5.703
C 3.667 -1.854 -3.044
O 3.980 -2.670 -2.252
N 2.571 -1.245 -3.089
N 4.594 -1.304 -3.842
H 1.866 -1.469 -2.401
H 2.426 -0.653 -3.894
H 4.526 -0.663 -4.620
H 5.537 -1.643 -3.714
C -2.397 -1.238 -3.353
O -2.866 -0.773 -2.403
N -2.919 -2.009 -4.251
N -1.131 -0.959 -3.650
H -2.402 -2.373 -5.039
H -3.779 -2.507 -4.072
H -0.754 -1.486 -4.425
H -0.574 -0.686 -2.854
C 1.963 -3.787 1.019
O 1.635 -4.289 2.054
N 2.897 -4.254 0.239
N 1.427 -2.703 0.526
H 3.225 -3.786 -0.593
H 3.485 -4.970 0.642
H 0.700 -2.212 1.027
H 1.835 -2.283 -0.296
```

Orbital gap (alpha / beta): 8.927 / 6.239 eV
Highest occupied orbital energy (alpha / beta): -8.713 / -8.726 eV
⟨S²⟩: 3.76
M: 627.8 g mol⁻¹
Net charge: 0
2S+1: 4

Listed below, in e, are the Löwdin charges computed for each atom:
1 Pd 1.1452
2 B -0.4334
3 H -0.0341
4 H -0.0062
5 H -0.0447
6 H -0.0340
7 C -0.9439
8 O 0.0423
9 O -0.0578
10 O 0.2214
11 C -0.0162
12 O -0.2838
13 C -0.2183
14 C -0.1557
15 N -0.0883
16 C -0.1577
17 C -0.2033
18 O -0.2083
19 C -0.0888
20 H 0.1035
21 H 0.0986
22 H 0.1011
23 H 0.1227
24 H 0.1221
25 H 0.0776
26 H 0.1140
27 H 0.1239
28 H 0.1301
29 H 0.1035
30 H 0.1235
31 H 0.1224
32 H 0.0857
33 H 0.0860
34 H 0.0887
35 C -0.0977
36 O -0.2217
37 C -0.1860
38 C -0.1803
39 N -0.0387
40 C -0.2694
41 C -0.2153
42 O -0.1748
43 C -0.1380
44 H 0.0860
45 H 0.0850
46 H 0.0545
47 H 0.1223
48 H 0.1186
49 H 0.1216
50 H 0.0964
51 H 0.1043
52 H 0.1312
53 H 0.1174
54 H 0.1220
55 H 0.1236
56 H 0.0836
57 H 0.0751
58 H 0.0878
59 C -0.8173
60 O 0.0726
61 N 0.2064
62 N 0.1484
63 H 0.0802
64 H 0.1276
65 H 0.1004
66 H 0.1074
67 C -0.7682
68 O 0.0322
69 N 0.1926
70 N 0.1655
71 H 0.1177
72 H 0.1287
73 H 0.1075
74 H 0.0251
75 C -0.8125
76 O 0.0435
77 N 0.1713
78 N 0.1763
79 H 0.0623
80 H 0.1157
81 H 0.0967
82 H 0.0747



Which of them is the least stable? Correct choice: (ii).



(i)
# C5H13N3O

2 unconnected molecules or ions with the total composition C5H13N3O (ωB97M-V/def2-TZVPD, the Open Molecules 2025 dataset).

The geometry in XYZ format:
```
22
Properties=species:S:1:pos:R:3
C -0.194 -0.616 0.856
C -0.849 0.266 1.883
C -1.035 -1.670 0.182
C -1.444 1.239 -1.455
N 1.828 -0.002 -0.967
N 3.035 0.435 -0.396
C 0.886 0.871 -1.179
O 0.935 -1.136 1.413
N -0.335 0.763 -0.658
H 1.357 -1.728 0.775
H 3.743 -0.280 -0.513
H 2.978 0.596 0.610
H 1.047 1.539 -2.031
H -2.015 -1.286 -0.080
H -0.221 1.146 2.015
H -0.937 -0.284 2.824
H -1.841 0.561 1.556
H -1.173 -2.502 0.882
H -0.513 -2.028 -0.705
H -2.141 1.812 -0.836
H -1.111 1.894 -2.270
H -2.001 0.410 -1.908
```

Orbital gap (alpha / beta): 7.106 / 7.107 eV
Highest occupied orbital energy (alpha / beta): -6.436 / -6.436 eV
M: 131.2 g mol⁻¹
Net charge: 0

Listed below, in e, are the Löwdin charges computed for each atom:
1 C -0.3936
2 C -0.0297
3 C -0.0340
4 C -0.1184
5 N -0.1351
6 N -0.0577
7 C -0.3097
8 O 0.0324
9 N -0.0434
10 H 0.1123
11 H 0.0502
12 H 0.0529
13 H 0.1144
14 H 0.0774
15 H 0.0927
16 H 0.0958
17 H 0.0800
18 H 0.0952
19 H 0.0927
20 H 0.0728
21 H 0.0779
22 H 0.0750



(ii)
# C5H13N3O

3 unconnected molecules or ions with the total composition C5H13N3O (ωB97M-V/def2-TZVPD, the Open Molecules 2025 dataset).

The geometry in XYZ format:
```
22
Properties=species:S:1:pos:R:3
H 1.032 2.392 -2.380
N 0.433 1.578 -2.514
C 0.802 0.550 -1.853
N 1.790 0.443 -0.943
H 0.192 -0.343 -1.956
H 1.734 -0.294 -0.240
H 2.272 1.288 -0.673
C -0.409 -0.078 1.997
C 0.383 -1.137 2.134
N 1.268 -1.507 1.133
C 1.912 -2.589 1.220
H -0.407 0.536 1.110
H -1.073 0.215 2.792
H 0.356 -1.759 3.030
H 1.821 -3.288 2.056
H 2.590 -2.854 0.421
C -2.770 0.979 -0.801
O -1.606 1.721 -0.566
H -2.547 0.004 -1.253
H -3.256 0.809 0.161
H -3.466 1.514 -1.458
H -1.051 1.820 -1.418
```

Orbital gap: 9.521 eV
Highest occupied orbital energy: -9.143 eV
M: 131.2 g mol⁻¹
Net charge: 0

Listed below, in e, are the Löwdin charges computed for each atom:
1 H 0.0479
2 N 0.0299
3 C -0.3928
4 N 0.0992
5 H 0.1187
6 H 0.0303
7 H 0.1002
8 C 0.0602
9 C -0.2457
10 N -0.0680
11 C -0.0153
12 H 0.0376
13 H 0.0606
14 H 0.1018
15 H 0.0794
16 H 0.0712
17 C -0.1904
18 O -0.1942
19 H 0.0722
20 H 0.0729
21 H 0.0742
22 H 0.0502



Which of them is the least stable? Correct choice: (i).